No. 1
7
Properties=species:S:1:pos:R:3 method="wB97M-V/def2-TZVPD" e_lumo_ev="-1.6 / -1.3" de_lowest_kj_mol=706.8 spin_multiplicity=1 total_energy_ev=-5548.555 orbital_gap_ev="7.925 / 8.268"
C -0.992 -0.161 0.022
N 1.146 1.019 0.127
N 1.117 -1.187 -0.180
N 0.741 -0.088 -0.009
H -1.095 -0.691 -0.947
H -1.456 -0.633 0.906
H 0.539 1.741 0.082

No. 2
13
Properties=species:S:1:pos:R:3 method="wB97M-V/def2-TZVPD" charge=+1 e_lumo_ev="-4.2 / -7.0" de_lowest_kj_mol=29.8 spin_multiplicity=5 total_energy_ev=-11333.773 orbital_gap_ev="8.574 / 7.024"
H -1.484 -2.398 -1.340
O -2.253 0.244 -1.562
C -1.389 -0.225 -0.604
C -0.153 0.271 -0.380
C 0.526 -0.147 0.908
C 1.859 0.466 1.121
O 2.391 1.230 0.311
Rh 1.162 1.489 -1.285
H -1.756 0.777 -2.194
H -1.968 -0.740 0.174
H 0.705 -1.243 0.981
H -0.050 0.073 1.830
H 2.412 0.204 2.039

No. 3
67
Properties=species:S:1:pos:R:3 method="wB97M-V/def2-TZVPD" charge=+1 e_lumo_ev="-4.8 / -4.7" de_lowest_kj_mol=7.7 spin_multiplicity=2 total_energy_ev=-77461.701 orbital_gap_ev="5.248 / 5.370"
Re 0.016 0.431 -0.467
O 3.510 -1.506 1.607
C 3.607 -0.620 2.621
C 4.567 -0.892 3.597
C 4.730 -0.044 4.670
C 3.941 1.100 4.799
C 2.994 1.374 3.841
C 2.806 0.526 2.739
C 1.773 0.854 1.753
O 1.569 -0.021 0.777
N 1.077 1.947 1.862
N 0.130 2.052 0.850
C -0.618 3.096 0.853
C -1.708 3.324 -0.073
C -2.364 4.563 0.018
C -3.448 4.871 -0.771
C -3.922 3.921 -1.674
C -3.306 2.691 -1.783
C -2.194 2.375 -1.002
O -1.661 1.157 -1.176
H 2.814 -1.199 1.003
H 5.172 -1.780 3.479
H 5.479 -0.271 5.417
H 4.074 1.764 5.641
H 2.374 2.256 3.915
H -0.427 3.839 1.623
H -1.996 5.287 0.735
H -3.929 5.835 -0.684
H -4.779 4.144 -2.295
H -3.667 1.941 -2.474
C -0.399 -2.056 2.106
P -1.322 -0.804 1.168
C -2.202 0.137 2.440
C -2.577 -1.660 0.172
C -3.831 -1.979 0.679
C -4.779 -2.591 -0.128
C -4.472 -2.895 -1.444
C -3.219 -2.584 -1.956
C -2.267 -1.959 -1.161
P -0.604 -1.528 -1.796
C -0.800 -1.222 -3.572
C 0.245 -3.138 -1.733
H -1.080 -2.792 2.536
H 0.145 -1.557 2.909
H 0.329 -2.552 1.467
H -2.742 -0.515 3.127
H -2.898 0.833 1.971
H -1.462 0.707 3.003
H -4.082 -1.744 1.705
H -5.757 -2.826 0.270
H -5.209 -3.370 -2.078
H -2.999 -2.827 -2.987
H -1.271 -2.055 -4.093
H 0.198 -1.067 -3.988
H -1.382 -0.312 -3.714
H -0.314 -3.851 -2.341
H 0.280 -3.508 -0.710
H 1.258 -3.052 -2.119
Te 1.555 1.803 -2.135
C 3.036 0.502 -2.755
C 4.037 0.812 -3.642
C 4.960 -0.246 -3.816
C 4.655 -1.335 -3.054
S 3.237 -1.085 -2.132
H 4.111 1.766 -4.145
H 5.817 -0.198 -4.470
H 5.191 -2.268 -2.984

No. 4
6
Properties=species:S:1:pos:R:3 method="wB97M-V/def2-TZVPD" e_lumo_ev=-0.7 de_lowest_kj_mol=249.5 spin_multiplicity=1 total_energy_ev=-220071.506 orbital_gap_ev=9.926
O -1.700 -0.171 -0.608
Si 0.370 -0.163 0.243
Br 0.787 -1.537 1.828
Br 0.893 1.833 0.966
Br 1.580 -0.644 -1.419
H -1.930 0.682 -1.010

No. 5
140
Properties=species:S:1:pos:R:3 method="wB97M-V/def2-TZVPD" charge=-2 e_lumo_ev="1.3 / 1.3" de_lowest_kj_mol=18.6 spin_multiplicity=1 total_energy_ev=-178870.502 orbital_gap_ev="3.253 / 3.252"
Zr -0.487 -0.662 -0.310
C 1.609 1.719 6.459
C 2.556 0.927 5.546
C 3.970 1.490 5.706
C 2.578 -0.543 5.996
C 2.066 1.014 4.094
C 0.882 0.434 3.740
C 0.453 0.432 2.395
N -0.633 -0.209 1.865
C -1.530 -0.979 2.530
C -1.993 -0.782 3.854
C -2.813 -1.706 4.427
C -3.200 -2.846 3.655
C -2.831 -3.075 2.356
C -1.986 -2.095 1.750
O -1.554 -2.185 0.557
C -3.368 -4.258 1.539
C -4.435 -3.709 0.573
C -4.004 -5.319 2.447
C -2.256 -4.950 0.726
C -3.347 -1.561 5.851
C -2.735 -0.356 6.568
C -3.007 -2.822 6.660
C -4.874 -1.379 5.806
C 1.317 0.963 1.378
O 1.000 0.701 0.148
C 2.489 1.671 1.749
C 2.813 1.673 3.087
C 3.301 2.484 0.729
C 3.579 1.693 -0.562
C 4.655 2.914 1.309
C 2.488 3.751 0.389
H 1.944 1.665 7.504
H 0.590 1.323 6.405
H 1.576 2.771 6.159
H 4.302 1.350 6.739
H 4.009 2.562 5.484
H 4.678 0.976 5.048
H 3.010 -0.626 7.000
H 3.174 -1.147 5.306
H 1.572 -0.973 6.026
H 0.290 -0.086 4.481
H -1.734 0.136 4.361
H -3.857 -3.566 4.128
H -5.264 -3.259 1.130
H -4.829 -4.516 -0.058
H -4.006 -2.942 -0.081
H -4.919 -4.960 2.933
H -3.304 -5.654 3.222
H -4.278 -6.186 1.838
H -1.905 -4.327 -0.091
H -2.648 -5.883 0.306
H -1.396 -5.189 1.363
H -1.641 -0.424 6.604
H -3.106 -0.319 7.596
H -3.005 0.586 6.080
H -1.929 -3.014 6.635
H -3.514 -3.708 6.267
H -3.312 -2.693 7.703
H -5.134 -0.497 5.211
H -5.276 -1.247 6.817
H -5.365 -2.246 5.351
H 3.714 2.188 3.383
H 4.079 0.742 -0.343
H 4.234 2.291 -1.206
H 2.665 1.480 -1.109
H 5.231 2.056 1.680
H 4.543 3.642 2.120
H 5.234 3.396 0.517
H 1.572 3.517 -0.162
H 3.080 4.439 -0.226
H 2.198 4.280 1.303
C 2.423 -1.044 -3.866
C 1.155 -0.906 -3.068
N 1.133 -1.271 -1.815
N 2.402 -1.716 -1.392
C 2.483 -2.209 -0.210
S 1.283 -2.390 1.007
S 4.088 -2.857 0.239
C 4.905 -2.951 -1.364
C 4.457 -4.035 -2.326
C 3.233 -4.690 -2.236
C 2.851 -5.612 -3.206
C 3.689 -5.902 -4.276
C 4.923 -5.269 -4.365
C 5.298 -4.345 -3.396
C 0.002 -0.295 -3.748
C -0.171 -0.497 -5.123
C -1.193 0.113 -5.820
C -2.027 1.010 -5.143
C -1.865 1.234 -3.793
C -0.897 0.537 -3.062
O -0.838 0.672 -1.752
H 2.642 -2.097 -4.066
H 3.253 -0.655 -3.281
H 2.342 -0.497 -4.801
H 5.965 -3.073 -1.132
H 4.766 -1.976 -1.833
H 2.565 -4.483 -1.408
H 1.884 -6.096 -3.124
H 3.382 -6.613 -5.035
H 5.592 -5.490 -5.189
H 6.260 -3.845 -3.475
H 0.487 -1.190 -5.637
H -1.344 -0.099 -6.871
H -2.815 1.530 -5.679
H -2.492 1.932 -3.244
S -6.933 -0.144 -4.419
C -5.616 -0.389 -3.447
S -4.429 -1.597 -3.735
C -3.384 -1.322 -2.360
C -3.817 -0.308 -1.510
S -3.153 0.215 -0.029
S -5.271 0.526 -2.043
S -1.989 -2.289 -2.262
C 0.801 3.614 -5.621
C 0.785 3.899 -4.135
C 2.185 4.026 -3.560
O 0.022 5.106 -3.973
P -0.456 5.653 -2.499
S 0.787 7.019 -1.811
S -0.871 4.077 -1.401
O -1.763 6.455 -3.022
C -2.820 6.021 -3.890
C -2.533 6.590 -5.270
C -3.081 4.520 -3.941
H 1.323 2.672 -5.820
H 1.313 4.424 -6.152
H -0.219 3.535 -6.006
H 0.263 3.094 -3.615
H 2.740 4.817 -4.075
H 2.715 3.071 -3.669
H 2.138 4.281 -2.500
H -3.710 6.501 -3.487
H -1.590 6.178 -5.637
H -2.440 7.678 -5.224
H -3.339 6.328 -5.966
H -2.236 3.990 -4.385
H -3.975 4.340 -4.550
H -3.242 4.118 -2.941

No. 6
34
Properties=species:S:1:pos:R:3 method="wB97M-V/def2-TZVPD" charge=-1 e_lumo_ev=2.9 de_lowest_kj_mol=21.8 spin_multiplicity=1 total_energy_ev=-20564.978 orbital_gap_ev=6.607
C 3.304 -1.840 1.518
C 3.105 -0.937 0.756
C 2.917 0.143 -0.209
C 1.463 0.305 -0.718
C 0.657 -0.996 -0.837
C -0.200 -1.349 0.391
O -0.113 -2.746 0.599
B -1.139 -3.372 -0.310
O -1.915 -2.165 -0.867
C -1.726 -1.247 0.155
C -2.427 0.084 -0.073
C -1.926 1.240 0.789
O -2.011 2.521 0.095
C -0.918 2.844 -0.635
C 0.141 3.627 0.091
O -0.814 2.560 -1.797
H 3.663 -2.481 2.284
H 3.588 -0.001 -1.053
H 3.219 1.055 0.312
H 0.959 1.046 -0.100
H 1.529 0.752 -1.710
H 1.330 -1.833 -1.008
H 0.022 -0.927 -1.719
H 0.173 -0.792 1.260
H -1.944 -4.063 0.330
H -0.666 -3.954 -1.289
H -2.121 -1.711 1.079
H -3.476 -0.073 0.178
H -2.390 0.396 -1.116
H -2.576 1.389 1.648
H -0.918 1.075 1.167
H 0.301 3.209 1.083
H -0.158 4.670 0.173
H 1.068 3.571 -0.468

No. 7
34
Properties=species:S:1:pos:R:3 method="wB97M-V/def2-TZVPD" charge=+2 e_lumo_ev="-11.1 / -11.1" spin_multiplicity=1 total_energy_ev=-27221.202 orbital_gap_ev="4.999 / 5.110"
Ir 0.748 1.792 -0.034
O -2.100 4.817 -1.057
C -1.463 3.711 -0.897
O -0.435 3.594 -0.230
C -2.131 2.532 -1.585
O -1.185 1.479 -1.767
C -0.655 1.323 -3.001
C 0.935 2.324 -3.097
O 1.065 2.675 -4.211
O 1.420 2.346 -1.968
H -1.717 5.583 -0.592
H -2.914 2.153 -0.925
H -2.596 2.847 -2.518
H -0.228 0.330 -3.124
H -1.235 1.700 -3.838
O 1.427 0.371 1.253
C 1.695 -0.869 1.252
C 2.156 -1.554 2.491
C 1.188 -2.740 2.741
C -0.288 -2.475 2.354
C -0.670 -2.731 0.883
C -0.045 -1.747 -0.123
N 1.391 -1.653 0.204
H 2.120 -0.837 3.310
H 3.187 -1.905 2.394
H 1.238 -2.950 3.808
H 1.532 -3.641 2.229
H -0.588 -1.469 2.670
H -0.892 -3.169 2.939
H -1.755 -2.686 0.766
H -0.365 -3.745 0.609
H -0.484 -0.753 -0.027
H -0.186 -2.092 -1.146
H 1.829 -2.564 0.236

No. 8
71
Properties=species:S:1:pos:R:3 method="wB97M-V/def2-TZVPD" e_lumo_ev=0.2 de_lowest_kj_mol=0.0 spin_multiplicity=1 total_energy_ev=-167841.204 orbital_gap_ev=8.353 smiles="C[C@@H](O)Cc1ccc2c(c1)Nc1cc(CC=O)cc(Br)c1S2.O=S1(=O)OCCO1.O=S1(=O)OCCO1.O=S1(=O)OCCO1"
C -1.884 3.450 2.831
C -2.592 2.914 1.585
O -2.147 3.545 0.391
C -2.550 1.408 1.394
C -1.206 0.761 1.167
C -0.232 0.592 2.143
C 0.949 -0.078 1.887
C 1.176 -0.599 0.618
C 0.250 -0.427 -0.395
C -0.932 0.253 -0.105
N 0.466 -0.953 -1.688
C 1.761 -0.882 -2.217
C 1.949 -0.620 -3.571
C 3.216 -0.597 -4.146
C 3.336 -0.329 -5.628
C 4.738 -0.031 -6.085
O 5.316 0.958 -5.769
C 4.329 -0.830 -3.344
C 4.156 -1.079 -1.988
Br 5.675 -1.438 -0.924
C 2.885 -1.115 -1.419
S 2.647 -1.540 0.288
H -1.128 4.187 2.588
H -1.428 2.684 3.447
H -2.593 3.970 3.470
H -3.646 3.167 1.682
H -1.364 4.069 0.584
H -3.126 1.215 0.491
H -3.069 0.895 2.199
H -0.392 0.948 3.149
H 1.684 -0.222 2.661
H -1.664 0.391 -0.891
H -0.225 -0.619 -2.342
H 1.104 -0.434 -4.222
H 2.919 -1.153 -6.202
H 2.750 0.556 -5.872
H 5.237 -0.777 -6.724
H 5.330 -0.809 -3.736
C 0.507 -4.488 -2.501
C 1.855 -4.510 -1.816
O 1.807 -5.687 -0.994
S 0.939 -6.818 -1.718
O 1.799 -7.711 -2.406
O -0.034 -7.288 -0.801
O 0.239 -5.867 -2.800
H -0.275 -4.112 -1.839
H 0.516 -3.913 -3.424
H 2.017 -3.633 -1.197
H 2.671 -4.616 -2.535
C -6.964 -1.387 2.184
C -6.935 -1.672 3.672
O -6.260 -0.534 4.227
S -6.619 0.777 3.380
O -7.670 1.481 4.015
O -5.404 1.417 3.026
O -7.217 0.022 2.101
H -6.002 -1.599 1.713
H -7.753 -1.926 1.668
H -6.383 -2.574 3.918
H -7.940 -1.725 4.094
C 3.173 2.987 2.017
C 3.471 4.049 3.057
O 3.268 5.292 2.353
S 2.085 5.102 1.283
O 0.859 5.515 1.871
O 2.524 5.594 0.032
O 2.070 3.512 1.277
H 4.020 2.835 1.343
H 2.885 2.039 2.465
H 4.485 4.001 3.441
H 2.760 4.011 3.884

No. 9
20
Properties=species:S:1:pos:R:3 method="wB97M-V/def2-TZVPD" e_lumo_ev=0.8 de_lowest_kj_mol=41.0 spin_multiplicity=1 total_energy_ev=-11965.042 orbital_gap_ev=10.564 smiles=CNCO.O.O.O
C 0.847 2.414 1.028
N -0.302 1.614 0.634
C 0.000 0.729 -0.461
O 0.334 1.477 -1.607
H 1.159 3.133 0.263
H 1.700 1.768 1.207
H 0.625 3.049 1.882
H -1.090 2.183 0.360
H 0.752 -0.016 -0.195
H -0.899 0.121 -0.622
H 0.429 0.809 -2.301
H -0.108 -3.383 0.839
H -0.630 -1.857 0.887
O -0.287 -2.591 0.358
H 0.006 -2.424 -1.543
H 0.095 -2.811 -3.001
O 0.403 -2.139 -2.386
H -0.402 -0.528 3.119
H -0.703 0.285 1.883
O -0.881 -0.580 2.300

No. 10
106
Properties=species:S:1:pos:R:3 method="wB97M-V/def2-TZVPD" charge=+1 e_lumo_ev=-5.7 spin_multiplicity=1 total_energy_ev=-73871.844 orbital_gap_ev=6.347
O -0.789 4.901 -4.699
C -0.001 3.818 -4.491
C -0.643 2.604 -3.596
C 0.190 2.281 -2.198
C 0.806 3.534 -1.408
C 1.526 2.999 -0.055
C 1.458 1.420 0.159
N 0.897 0.354 -0.668
N 0.323 0.897 -1.757
H 1.046 3.830 -5.013
H -0.759 1.623 -4.261
H -1.741 2.908 -3.270
H 0.725 4.647 -1.737
H 2.058 3.693 0.721
H 1.952 1.024 1.174
H -0.109 0.165 -2.402
C 6.632 3.146 5.390
C 5.257 3.775 5.546
O 4.317 3.190 4.635
C 3.864 1.955 4.971
O 4.185 1.318 5.961
O 3.022 1.535 3.993
C 2.561 0.198 4.170
H 6.966 3.204 4.349
H 7.362 3.652 6.027
H 6.620 2.085 5.660
H 5.318 4.840 5.297
H 4.893 3.704 6.577
H 2.108 0.059 5.158
H 3.388 -0.502 4.023
H 1.799 -0.001 3.412
C 1.778 -4.082 -0.010
C 0.980 -3.088 0.818
O 0.190 -3.760 1.807
C 0.868 -4.221 2.889
O 2.068 -4.111 3.084
O -0.014 -4.858 3.699
C 0.594 -5.488 4.823
H 1.117 -4.838 -0.446
H 2.314 -3.571 -0.815
H 2.510 -4.617 0.602
H 0.283 -2.553 0.165
H 1.628 -2.337 1.285
H 1.205 -4.782 5.396
H 1.197 -6.338 4.492
H -0.201 -5.860 5.475
C 5.098 -3.575 4.602
C 5.674 -2.879 3.380
O 6.752 -2.006 3.745
C 7.929 -2.616 4.035
O 8.140 -3.818 4.012
O 8.821 -1.659 4.395
C 10.072 -2.180 4.834
H 4.805 -2.842 5.361
H 4.225 -4.175 4.329
H 5.834 -4.237 5.070
H 4.900 -2.253 2.925
H 5.998 -3.597 2.619
H 10.508 -2.856 4.090
H 9.946 -2.691 5.792
H 10.759 -1.341 4.977
C 5.987 2.848 -7.521
C 5.190 3.842 -6.693
O 4.399 3.170 -5.704
C 5.078 2.709 -4.622
O 6.277 2.819 -4.427
O 4.195 2.072 -3.812
C 4.804 1.442 -2.688
H 5.326 2.092 -7.957
H 6.524 3.359 -8.326
H 6.720 2.313 -6.909
H 4.492 4.377 -7.346
H 5.837 4.593 -6.226
H 5.414 2.148 -2.115
H 5.406 0.592 -3.019
H 4.009 1.070 -2.035
C -7.864 0.398 -2.642
C -8.131 1.894 -2.664
O -6.907 2.636 -2.584
C -6.173 2.682 -3.725
O -6.463 2.156 -4.788
O -5.039 3.383 -3.469
C -4.124 3.410 -4.560
H -7.266 0.126 -1.767
H -8.804 -0.162 -2.619
H -7.299 0.079 -3.523
H -8.724 2.166 -1.784
H -8.707 2.191 -3.547
H -4.605 3.773 -5.476
H -3.701 2.415 -4.715
H -3.312 4.097 -4.305
C -12.977 -4.371 -1.569
C -11.635 -4.125 -0.899
O -11.267 -2.742 -0.974
C -11.921 -1.913 -0.120
O -12.775 -2.243 0.686
O -11.487 -0.648 -0.347
C -12.180 0.339 0.412
H -12.968 -3.995 -2.598
H -13.213 -5.439 -1.582
H -13.786 -3.849 -1.049
H -10.859 -4.688 -1.430
H -11.631 -4.472 0.141
H -12.158 0.108 1.483
H -13.210 0.425 0.057
H -11.679 1.299 0.259